DFT (the ωB97M-V functional and the def2-TZVPD basis) results for C12H25As2BF10N3O5PdS2 as an isolated structure.

XYZ file:
```
61
Properties=species:S:1:pos:R:3:forces:R:3
Pd -1.726942 -1.533440 -1.305383 -0.0068 0.0207 -0.0145
C 1.040307 4.793299 3.225793 0.0014 -0.0017 0.0011
C 1.515987 3.357367 3.047758 -0.0040 0.0040 -0.0140
S 0.306713 2.248658 3.721819 0.0185 0.0091 0.0092
O -0.892740 2.332249 2.919381 -0.0086 -0.0054 -0.0010
O 0.214075 2.448673 5.145444 -0.0095 0.0023 -0.0045
C 1.010789 0.627423 3.457098 -0.0031 -0.0035 0.0153
C -0.004587 -0.457629 3.808545 0.0124 -0.0018 0.0001
N -0.983443 -0.674442 2.735989 -0.0149 0.0239 -0.0013
C -0.683269 -1.275380 1.566955 -0.0126 0.0211 -0.0316
N -1.696950 -1.143469 0.715092 0.0308 -0.0539 0.0424
C -2.681419 -0.432125 1.342517 0.0279 0.0455 -0.0093
C -2.248665 -0.139949 2.587420 -0.0210 -0.0721 0.0257
N -3.011383 0.517856 3.612304 0.0317 0.0510 -0.0075
O -4.011963 1.090823 3.242846 -0.0174 -0.0180 -0.0011
O -2.627155 0.427408 4.761656 -0.0065 -0.0175 0.0066
C 0.601586 -1.966814 1.296145 -0.0027 0.0033 0.0002
H 1.782453 5.470554 2.806363 0.0008 -0.0006 0.0005
H 0.905649 5.032344 4.279463 -0.0006 0.0023 0.0008
H 0.096402 4.952691 2.706853 -0.0006 0.0000 -0.0001
H 2.447315 3.162641 3.581271 0.0005 -0.0026 0.0015
H 1.640680 3.083634 2.000473 -0.0041 0.0084 0.0151
H 1.872049 0.552198 4.120967 0.0022 -0.0015 -0.0064
H 1.350055 0.568865 2.423632 0.0019 0.0060 0.0007
H -0.545458 -0.215388 4.717334 -0.0020 0.0028 -0.0023
H 0.515754 -1.399928 3.966758 -0.0058 -0.0005 0.0021
H -3.613386 -0.172737 0.877540 0.0015 0.0044 -0.0063
H 0.939824 -2.517615 2.172838 -0.0107 -0.0021 -0.0012
H 1.377415 -1.255776 1.010791 0.0198 0.0045 -0.0090
H 0.460493 -2.678247 0.487745 0.0069 -0.0004 0.0000
F -0.990462 -3.451679 -0.965369 -0.0270 0.0839 0.0282
B -1.301635 -4.591750 -1.928586 0.0418 -0.0403 -0.0934
F -0.424181 -4.387664 -3.002010 -0.0349 -0.0047 0.0333
F -1.062271 -5.740817 -1.251481 -0.0059 -0.0001 0.0201
F -2.610142 -4.390914 -2.311626 -0.0170 0.0001 0.0164
C 1.526086 -2.010786 -2.585000 0.0165 0.0309 -0.0229
As 0.399978 -0.922740 -3.683867 -0.0895 -0.0432 -0.0641
C 0.077810 0.948296 -3.424165 0.0439 -0.0078 0.0201
C 0.991903 -1.173696 -5.488640 -0.0001 -0.0039 -0.0007
S -1.624815 -1.825497 -3.553403 0.0393 0.0142 0.0139
H 2.555082 -1.742169 -2.808790 -0.0002 -0.0006 0.0081
H 1.288633 -3.038878 -2.851974 0.0046 0.0045 0.0121
H 1.316243 -1.813531 -1.540997 0.0013 0.0134 0.0162
H 1.033527 1.464656 -3.414034 -0.0033 0.0109 0.0118
H -0.447212 1.088925 -2.482481 0.0098 0.0013 0.0022
H -0.535639 1.258569 -4.269701 0.0064 0.0038 -0.0005
H 1.984480 -0.730409 -5.569788 -0.0024 -0.0020 -0.0107
H 0.307644 -0.682289 -6.176306 -0.0048 0.0001 0.0028
H 1.041827 -2.239439 -5.701794 -0.0023 0.0006 0.0029
C -3.332209 0.478229 -2.425962 -0.0310 0.0636 0.0720
O -2.368266 0.259262 -1.448139 0.0163 -0.0997 -0.0816
H -3.658413 1.519357 -2.357929 0.0044 -0.0018 -0.0024
H -4.206566 -0.176083 -2.342327 0.0100 -0.0107 -0.0162
H -2.910602 0.312733 -3.444595 0.0090 -0.0323 -0.0106
F 1.177100 0.362237 -0.812288 0.0139 0.0080 0.0145
As 2.830235 0.990093 -0.849421 -0.0205 0.0034 -0.0285
F 2.679117 1.379605 0.837750 0.0051 -0.0088 -0.0012
F 2.186164 2.527626 -1.299044 0.0113 0.0012 0.0148
F 4.435812 1.579649 -0.894337 -0.0021 -0.0033 -0.0014
F 2.917130 0.551068 -2.553472 -0.0129 0.0002 0.0355
F 3.373436 -0.605699 -0.433608 -0.0051 -0.0084 -0.0014
```
Forces are in eV/Å.

**Total charge**: 0
**HOMO-LUMO gap (alpha / beta)**: 0.321 / 0.215 hartree
**Spin multiplicity**: 2
**Highest occupied orbital energy (alpha / beta)**: -10.18 / -10.13 eV
**ΔE to the lowest compared entry with this formula, charge and spin**: 23.4 kJ/mol

=====

DFT (the ωB97M-V functional and the def2-TZVPD basis) results for an isolated molecule of C5H8F3NO3.

XYZ file:
```
20
Properties=species:S:1:pos:R:3:forces:R:3
C 2.269946 0.369181 -1.100519 1.3832 -1.3049 -0.9388
C 1.079900 -0.396141 -0.628085 0.6941 0.9827 -0.2698
C 0.214742 0.437837 0.246635 -3.4887 -4.6205 -0.4907
C -1.284216 -0.597992 0.652446 3.5165 3.1859 -0.5178
C -2.097916 -0.665534 -0.639840 -1.5333 0.4542 1.0980
N 0.615309 0.733457 1.565563 2.4826 4.2728 1.7056
O 0.227933 1.846115 1.964726 -0.8127 -0.9847 -0.2898
O 1.486147 0.160047 2.190361 -0.5132 -1.7188 -0.6349
O -1.822490 -0.029832 1.777106 -1.5145 -0.0394 0.5371
F -3.318207 -1.093034 -0.338862 -1.2247 0.0231 0.5668
F -1.674207 -1.585791 -1.491045 1.1585 0.7612 -0.7667
F -2.313179 0.594139 -1.196804 1.0228 -1.6420 0.1444
H 1.967361 1.247789 -1.627647 0.1440 0.7477 -0.2377
H 2.848136 -0.296220 -1.772684 -0.4574 0.4468 -0.1910
H 2.989884 0.515487 -0.350480 0.7475 0.9797 1.3161
H 1.417053 -1.267443 -0.120161 -0.0757 -1.0589 0.1633
H 0.643812 -0.551327 -1.607121 -1.1767 -0.8375 0.3879
H -0.137992 1.283282 -0.241848 -0.5808 1.6662 -0.3560
H -0.737980 -1.504701 0.943629 -0.8426 -0.0660 -0.2893
H -2.374037 0.800680 1.774630 1.0710 -1.2473 -0.9366
```
Forces are in eV/Å.

**Total charge**: 0
**HOMO-LUMO gap**: 0.376 hartree
**Highest occupied orbital energy**: -10.40 eV
**SMILES**: CC[C@@H]([C@@H](O)C(F)(F)F)[N+](=O)[O-]
**ΔE to the lowest compared entry with this formula, charge and spin**: 116.1 kJ/mol

=====

DFT (the ωB97M-V functional and the def2-TZVPD basis) results for a 6-piece molecular cluster, C21H48N7O6 overall.

XYZ file:
```
82
Properties=species:S:1:pos:R:3:forces:R:3
C -4.119920 -1.088258 0.190778 0.1656 0.1475 0.2961
C -2.639190 -1.160494 0.490796 -0.0541 0.1382 0.7564
C -2.133044 -2.281744 1.353048 0.0755 -0.0151 -0.1083
N -1.883050 -0.227048 0.049295 0.4975 -0.3936 -1.6280
N -0.510582 -0.315201 0.162692 -0.5970 -0.2644 0.4395
C 0.083947 0.052880 -1.104347 -0.1107 0.4342 0.5076
C 1.068691 -1.032886 -1.557550 0.1195 0.1084 -0.3663
C 0.456419 -2.007915 -2.561778 0.0267 -0.1074 0.2591
O 2.250063 -0.439371 -2.164580 0.0865 -0.0648 -0.0353
H -4.636209 -1.939738 0.640903 -0.0776 -0.0321 -0.0502
H -4.310603 -1.073112 -0.886805 0.0321 -0.0197 -0.0627
H -4.575764 -0.204863 0.629287 -0.0561 0.0042 -0.1467
H -2.127190 -1.969944 2.403081 0.0333 -0.1230 0.1044
H -1.099035 -2.505977 1.083316 0.0555 0.0703 -0.0329
H -2.747630 -3.179849 1.263110 -0.0563 -0.0233 0.0366
H 0.655313 1.008259 -1.088697 0.1033 -0.0224 0.0589
H -0.698665 0.168958 -1.862852 0.0315 0.1230 -0.1083
H 1.365457 -1.593227 -0.672188 0.0980 0.1173 0.1152
H 1.238117 -2.427417 -3.194558 0.0194 -0.0425 -0.0373
H -0.024824 -2.827530 -2.027079 -0.1514 0.0109 -0.0218
H -0.296584 -1.522077 -3.180277 0.0340 0.0251 -0.1330
H 2.991970 -0.631725 -1.584828 -0.0570 0.0371 0.0631
C -6.162646 1.415368 2.603368 0.0713 -0.0554 -0.0634
O -6.124574 0.310550 2.093648 -0.3105 0.1337 0.1440
N -5.627649 1.712982 3.799848 -0.0254 0.0388 0.0857
C -5.693837 3.040899 4.374249 0.0345 -0.0710 0.0838
C -4.946608 0.653615 4.522321 0.0381 0.0077 -0.0547
H -6.634690 2.283709 2.111711 -0.0201 -0.0087 0.0117
H -4.696158 3.448029 4.525368 0.0437 0.0407 -0.0454
H -6.225071 3.017578 5.330785 -0.0361 0.0116 -0.0301
H -6.230115 3.700165 3.693630 -0.0019 0.0057 -0.0095
H -4.117933 0.260074 3.932237 0.0068 -0.0022 0.0082
H -5.630613 -0.171097 4.728740 0.0043 -0.0036 0.0078
H -4.565369 1.055875 5.458163 0.0109 0.0088 -0.0029
C 5.389140 0.376087 -0.007618 0.0286 -0.1622 -0.0939
O 4.805816 -0.546272 0.530385 0.0378 -0.0159 -0.0205
N 5.101899 1.674884 0.176191 0.0097 0.0268 0.0455
C 5.830759 2.729157 -0.496349 -0.1380 -0.0527 0.1069
C 4.011966 2.009193 1.081296 -0.0467 -0.0386 -0.0733
H 6.222864 0.205668 -0.714093 -0.0007 0.0922 -0.0077
H 6.307810 3.383252 0.236931 0.0441 0.0466 -0.0661
H 5.154294 3.322676 -1.114686 0.0383 0.0254 -0.0225
H 6.601967 2.297735 -1.132055 0.0294 0.0169 0.0114
H 4.217318 1.628519 2.082166 -0.0047 0.0083 0.0066
H 3.077395 1.562798 0.738532 -0.0089 0.0022 0.0002
H 3.905891 3.091298 1.117478 0.0044 0.0057 -0.0022
C -2.127341 4.649226 2.551429 -0.0023 0.0421 0.0494
O -2.865080 4.402798 3.496328 -0.0070 0.0056 0.0046
N -1.516506 3.745245 1.784695 0.1265 -0.1055 -0.0744
C -0.654356 4.133708 0.687477 -0.0450 0.0074 -0.0036
C -1.696049 2.315044 2.020615 -0.1017 0.0164 -0.0052
H -1.898630 5.688435 2.252522 -0.0158 0.0019 0.0051
H -1.033100 3.734076 -0.254259 0.0233 -0.0215 -0.0039
H 0.354556 3.745689 0.838545 0.0053 -0.0119 -0.0163
H -0.610400 5.220989 0.622485 0.0016 0.0060 -0.0022
H -2.747884 2.046571 1.922503 -0.0033 -0.0191 -0.0143
H -1.364013 2.046931 3.024445 0.0295 0.0360 0.0045
H -1.126478 1.749768 1.280801 -0.0216 -0.1242 0.0809
C -5.008872 -4.677308 -1.323490 0.0132 0.0177 0.0809
O -4.379517 -5.716210 -1.262321 -0.0635 -0.0112 -0.0335
N -5.980326 -4.435919 -2.231783 -0.0632 0.0460 -0.0252
C -6.698382 -3.179422 -2.257124 0.0045 -0.0660 -0.0486
C -6.293933 -5.466868 -3.199699 0.0414 0.0181 0.0313
H -4.856886 -3.828809 -0.638770 0.1279 -0.0518 0.0282
H -7.768794 -3.339362 -2.103159 -0.0028 0.0182 0.0140
H -6.557895 -2.669649 -3.213250 0.0053 0.0275 0.0117
H -6.324226 -2.533233 -1.465062 0.0071 0.0123 -0.0048
H -6.617595 -6.380903 -2.699078 -0.0067 -0.0081 -0.0108
H -5.416516 -5.711754 -3.799993 -0.0061 -0.0075 -0.0137
H -7.089306 -5.110464 -3.851299 -0.0031 0.0019 -0.0036
C 9.443678 0.620597 -1.411748 -0.0882 0.0656 0.1540
O 9.418585 1.799420 -1.711324 0.0078 -0.0354 -0.0558
N 9.794331 -0.375295 -2.246860 0.0473 -0.0385 -0.0478
C 9.796677 -1.762008 -1.832129 0.0026 0.0344 -0.0735
C 10.174525 -0.032876 -3.606015 -0.0277 0.0256 0.0329
H 9.169052 0.262426 -0.404626 0.0049 -0.0096 -0.0094
H 10.796064 -2.192924 -1.924685 -0.0006 -0.0115 0.0222
H 9.106609 -2.350076 -2.439986 -0.0129 -0.0130 0.0209
H 9.482926 -1.829820 -0.792392 -0.0089 -0.0036 0.0047
H 11.035728 0.635963 -3.606174 0.0065 -0.0026 -0.0099
H 9.356505 0.476300 -4.115922 -0.0007 -0.0050 -0.0129
H 10.423308 -0.944749 -4.143707 -0.0012 -0.0058 -0.0012
```
Forces are in eV/Å.

**Total charge**: -1
**HOMO-LUMO gap**: 0.139 hartree
**Highest occupied orbital energy**: -1.78 eV

=====

Per-record calculated total energy, eV: -202241.928, -21095.532, -45269.867
Per-record largest force on an atom, eV Å⁻¹: 0.13, 5.81, 1.75